{"formula": "C19H64N12O13", "method": "wB97M-V/def2-TZVPD", "species": ["O", "O", "O", "O", "O", "O", "O", "O", "O", "O", "O", "O", "O", "N", "N", "N", "N", "N", "N", "N", "N", "N", "N", "N", "N", "C", "C", "C", "C", "C", "C", "C", "C", "C", "C", "C", "C", "C", "C", "C", "C", "C", "C", "C", "H", "H", "H", "H", "H", "H", "H", "H", "H", "H", "H", "H", "H", "H", "H", "H", "H", "H", "H", "H", "H", "H", "H", "H", "H", "H", "H", "H", "H", "H", "H", "H", "H", "H", "H", "H", "H", "H", "H", "H", "H", "H", "H", "H", "H", "H", "H", "H", "H", "H", "H", "H", "H", "H", "H", "H", "H", "H", "H", "H", "H", "H", "H", "H"], "xyz": [[-6.124, 1.608, -0.788], [-1.078, 1.264, -2.112], [-4.596, 3.373, -2.277], [2.242, -6.208, -2.916], [0.004, -0.646, 4.881], [-4.327, -0.935, 4.205], [4.735, -0.169, -2.822], [-3.159, 5.325, 2.516], [1.871, 3.076, -1.037], [1.785, 0.714, 1.751], [0.674, -4.071, 1.443], [4.580, -3.432, 1.883], [-1.669, -0.283, -4.339], [0.432, -1.632, 2.869], [2.512, 0.220, -2.833], [0.447, -2.894, 4.755], [0.698, -5.070, -0.638], [1.159, 1.816, 3.647], [3.849, -1.310, 2.458], [3.793, 1.089, -1.161], [3.315, -2.206, 0.459], [2.048, 2.957, 1.856], [2.599, -4.900, 0.600], [1.556, 5.319, -1.353], [-0.228, 3.921, -1.404], [1.111, 4.045, -1.207], [3.614, -4.190, -2.846], [-0.943, -0.649, -0.554], [-3.995, 2.490, -3.248], [-2.109, 3.505, 3.761], [0.314, -1.651, 4.219], [-2.419, 4.110, 2.397], [-1.907, 1.622, 0.043], [-1.931, -1.678, -4.127], [-1.737, 0.558, -1.026], [3.754, 0.368, -2.290], [4.015, -5.969, -4.620], [-5.600, 1.597, 0.524], [-1.148, 4.540, 1.667], [1.251, -4.682, 0.539], [-3.516, 0.211, 4.000], [1.667, 1.777, 2.404], [3.988, -2.380, 1.625], [2.982, -5.262, -3.717], [2.975, -1.301, 0.201], [3.276, -2.982, -0.174], [-0.900, 1.858, 0.402], [-5.489, 2.115, -1.317], [0.916, 6.083, -1.441], [-4.084, 1.138, 3.867], [-2.943, 0.024, 3.092], [-2.936, 2.523, -2.996], [2.159, 3.018, 0.847], [-2.663, 0.233, -1.520], [-0.644, 5.384, 2.139], [-2.998, 3.619, 4.385], [4.186, -3.475, -3.441], [-3.018, 3.435, 1.777], [4.694, 1.215, -0.738], [-1.724, 2.486, 3.736], [2.987, 1.652, -0.903], [2.530, 5.548, -1.273], [-2.358, 1.325, 0.994], [0.473, -0.750, 2.388], [-4.238, 2.890, -4.233], [-0.464, 3.689, 1.664], [-2.552, -2.109, -4.915], [-1.225, -0.239, -5.193], [1.085, 0.899, 4.084], [-1.098, 0.639, -2.862], [0.630, -3.665, 4.136], [-2.437, 2.518, -0.276], [0.711, -2.953, 5.721], [-0.711, 4.765, -1.640], [-6.128, 0.875, 1.144], [-0.978, -2.210, -4.096], [-1.530, -1.268, 0.125], [4.241, -5.264, -5.419], [1.704, 0.638, -2.400], [-3.875, 5.247, 3.154], [-2.450, -1.780, -3.176], [1.289, -5.192, -1.459], [4.232, -4.575, -2.041], [-1.412, 4.843, 0.658], [-0.282, -4.838, -0.690], [4.926, -6.339, -4.149], [2.284, -4.811, -4.422], [3.153, -4.583, 1.384], [4.164, -1.317, 3.408], [-0.565, -1.207, -1.411], [-1.343, 4.116, 4.249], [-4.537, 1.348, 0.493], [0.933, 2.675, 4.105], [-4.798, -0.805, 5.033], [-4.433, 1.506, -3.101], [3.038, -5.365, -0.164], [-0.102, -0.234, 0.001], [2.754, -3.608, -2.497], [3.508, -6.841, -5.037], [-0.610, 2.988, -1.576], [-4.321, 4.283, -2.392], [0.515, -2.499, 2.363], [2.897, -6.675, -2.380], [3.296, -0.527, 2.122], [-5.695, 2.580, 1.003], [2.448, -0.171, -3.752], [-2.796, 0.379, 4.805], [1.826, 3.760, 2.417]], "forces_ev_per_angstrom": [[0.05, -0.22, -0.02], [0.54, -0.62, 0.33], [-0.56, -0.42, 0.32], [0.26, 0.47, -0.12], [0.93, -0.24, 0.04], [-0.10, 0.30, 0.15], [-0.56, 0.46, 0.50], [-0.17, 0.38, 0.21], [-0.68, 1.02, 0.24], [-0.07, 0.64, 0.59], [-0.46, -0.86, -0.37], [-0.05, 0.32, 0.37], [-0.14, -0.43, -0.30], [-0.29, 0.03, 0.50], [-0.68, 0.04, 0.15], [0.01, -0.13, 0.41], [-0.71, 0.14, 0.41], [0.39, -0.82, -0.26], [0.29, 0.16, -0.39], [-0.16, 0.07, 0.55], [0.25, 0.15, -0.24], [-0.06, 0.11, 0.56], [-0.97, -0.65, 0.05], [0.47, 0.41, 0.36], [0.78, -0.25, 0.22], [-0.20, -0.80, -1.14], [-1.11, 0.65, -0.66], [0.15, 0.89, 0.11], [0.08, 1.47, 0.60], [0.00, 0.74, 0.08], [-0.90, 0.52, -0.82], [0.36, 0.69, 0.10], [0.29, -0.40, 1.02], [0.24, 0.02, 0.08], [-0.63, 0.35, -0.81], [1.06, -0.98, -1.15], [-0.98, -0.16, 0.04], [0.26, 0.26, 0.03], [-0.32, -0.63, 0.00], [1.62, 1.04, 0.36], [0.37, 0.05, -0.15], [0.23, -0.52, -1.42], [-0.37, 0.11, 0.31], [1.47, -0.74, -0.28], [-0.16, 0.18, -0.20], [0.09, 0.24, -0.10], [0.10, 0.40, -0.42], [-0.49, 0.21, 0.15], [-0.04, 0.09, -0.01], [-0.22, -0.10, -0.06], [0.00, 0.04, 0.01], [0.16, -0.63, -0.72], [-0.12, 0.04, 0.22], [-0.36, -0.01, 0.74], [-0.25, -0.01, 0.34], [0.00, -0.54, 0.10], [0.21, -0.18, 0.02], [0.24, -0.21, 0.08], [-0.06, 0.08, 0.05], [-0.30, -0.11, -0.11], [0.56, -0.09, 0.05], [0.02, -0.26, 0.10], [-0.39, -0.57, -0.38], [0.04, 0.04, -0.02], [0.30, -0.41, -0.21], [0.05, 0.12, -0.38], [-0.04, 0.13, -0.01], [0.00, 0.34, 0.08], [-0.70, 0.30, 0.50], [0.05, 0.48, -0.13], [0.25, -0.05, 0.11], [0.10, -0.04, -0.27], [-0.20, -0.10, -0.01], [-0.46, -0.21, -0.18], [-0.03, -0.10, -0.18], [-0.12, -0.20, 0.15], [0.01, -0.12, -0.13], [0.35, -0.20, -0.07], [-0.06, 0.10, -0.15], [0.02, -0.22, -0.05], [0.06, 0.02, -0.01], [-0.57, -0.25, 0.13], [0.02, -0.08, 0.09], [0.19, -0.13, -0.07], [0.16, -0.08, -0.49], [0.01, 0.33, 0.29], [-0.36, -0.01, 0.34], [0.20, 0.03, -0.04], [0.17, -0.24, -0.04], [-0.08, -0.22, 0.10], [0.02, 0.07, -0.02], [-0.04, -0.16, 0.26], [0.02, -0.03, 0.30], [-0.02, -0.13, -0.03], [0.09, -0.01, -0.04], [0.35, -0.29, -0.04], [0.33, -0.31, 0.07], [0.33, 0.10, 0.67], [0.10, 0.06, -0.27], [0.08, 0.36, -0.10], [0.12, -0.02, -0.19], [0.29, 0.01, -0.30], [-0.12, -0.12, -0.09], [-0.07, -0.11, 0.42], [-0.04, 0.02, 0.01], [0.05, -0.02, 0.00], [0.00, -0.18, 0.05], [0.20, 0.37, -0.44]], "relative_energy_kj_mol": 18.7, "homo_energy_ev": -8.93, "e_tot_ev": -65245.161}